{"formula": "C26H36ClN3O2Sc", "method": "ωB97M-V/def2-TZVPD", "species": ["Sc", "Cl", "N", "N", "C", "C", "C", "C", "C", "C", "H", "H", "H", "H", "H", "H", "C", "C", "C", "C", "H", "H", "H", "H", "H", "H", "O", "H", "H", "O", "H", "H", "C", "C", "C", "H", "H", "C", "C", "H", "C", "C", "C", "C", "H", "C", "H", "H", "H", "H", "H", "H", "H", "H", "C", "C", "C", "C", "C", "C", "N", "H", "H", "H", "H", "H", "H", "H", "H"], "xyz": [[0.6625, 0.5350, -0.0478], [2.6317, -0.5041, 0.4274], [-0.0019, 0.0099, -2.1031], [0.0233, 0.9158, 2.0295], [0.9003, 0.3754, -3.0154], [0.6547, 1.8948, 2.6705], [-0.9378, -0.9383, -2.7785], [-0.1556, -1.3079, -4.0392], [-2.2623, -0.2613, -3.1387], [-1.1854, -2.1233, -1.8837], [-2.1131, 0.7438, -3.5550], [-2.9196, -0.1841, -2.2637], [-2.7835, -0.8676, -3.8947], [-0.2673, -2.6960, -1.7168], [-1.9586, -2.7818, -2.3097], [-1.5283, -1.7662, -0.9086], [-0.7322, 0.1384, 3.0516], [-0.6633, 1.0500, 4.2777], [0.0012, -1.1692, 3.3147], [-2.1620, -0.0911, 2.6013], [-2.6483, 0.8713, 2.3953], [-2.7214, -0.6086, 3.3955], [-2.2069, -0.7068, 1.6953], [1.0109, -0.9537, 3.6951], [0.0970, -1.7687, 2.3982], [-0.5428, -1.7574, 4.0682], [0.3634, 2.0430, 3.9481], [-0.3428, 0.5351, 5.1924], [-1.5945, 1.6004, 4.4745], [0.8584, -0.2598, -4.1703], [-0.7356, -1.3328, -4.9681], [0.3740, -2.2648, -3.9181], [1.9320, 1.4333, -2.7840], [1.6831, 2.7732, 2.0412], [1.3129, 3.0640, 0.6101], [2.6478, 2.2403, 2.1065], [1.7739, 3.6734, 2.6566], [1.9727, 2.3985, -0.4434], [1.4431, 2.4178, -1.7484], [2.9447, 1.9009, -0.2588], [0.5591, 3.4478, -2.0789], [0.1129, 4.2858, -1.0595], [0.1424, 3.6729, -3.5067], [0.4267, 4.0925, 0.2839], [-0.5453, 5.1188, -1.3244], [-0.1327, 4.9908, 1.3539], [-0.6501, 5.8483, 0.9067], [0.6672, 5.3770, 1.9981], [-0.8579, 4.4715, 1.9955], [1.0051, 3.6510, -4.1848], [-0.3484, 4.6483, -3.6145], [-0.5761, 2.9164, -3.8524], [2.1544, 1.9031, -3.7496], [2.8574, 0.9258, -2.4624], [2.6373, -3.7445, 0.2436], [1.2553, -4.0949, 0.6309], [0.8013, -5.3914, 1.0634], [-0.5822, -5.2628, 1.2763], [-0.9153, -3.9062, 0.9789], [-2.2744, -3.3098, 1.0296], [0.2077, -3.2218, 0.6121], [2.6807, -2.7054, -0.1074], [3.0029, -4.4138, -0.5471], [3.3098, -3.8285, 1.1087], [1.4394, -6.2579, 1.1780], [-1.2911, -6.0192, 1.5912], [-2.9852, -3.9482, 0.4806], [-2.6153, -3.2057, 2.0726], [-2.3098, -2.3108, 0.5801]], "forces_ev_per_angstrom": [[-0.74, 1.26, -0.29], [1.37, -0.52, 0.48], [1.04, 0.52, -2.49], [0.75, 1.70, 1.76], [-1.69, -0.65, 2.14], [-1.14, -2.03, -1.72], [0.18, 0.07, -0.01], [0.47, -0.22, -0.22], [-0.15, 0.27, -0.04], [-0.03, -0.37, -0.12], [0.02, -0.17, 0.07], [0.20, 0.06, -0.12], [0.10, 0.10, 0.23], [-0.26, 0.09, 0.13], [0.17, 0.13, 0.13], [0.15, -0.13, -0.34], [0.23, -0.04, -0.23], [0.12, 0.50, 0.31], [0.16, -0.17, 0.02], [-0.31, 0.05, 0.01], [0.03, -0.16, 0.03], [0.09, 0.09, -0.23], [0.12, 0.18, 0.31], [-0.20, -0.10, -0.10], [-0.01, 0.05, 0.15], [0.11, 0.08, -0.16], [-0.19, -0.10, 0.73], [-0.07, 0.14, -0.28], [0.22, -0.09, -0.10], [-0.22, -0.24, -0.51], [0.09, 0.12, 0.24], [-0.07, 0.31, -0.03], [0.01, 0.00, -0.03], [0.07, 0.08, 0.30], [-0.54, 1.17, 0.06], [-0.21, 0.07, -0.13], [-0.01, -0.04, -0.08], [1.98, -2.39, 1.30], [-0.71, 0.87, -1.52], [-0.40, 0.58, -0.11], [0.56, -0.65, -0.04], [-0.90, 1.26, -0.87], [-0.33, 0.17, -0.06], [0.44, -0.77, 0.99], [0.15, -0.20, 0.05], [-0.27, 0.08, -0.08], [0.10, -0.17, 0.07], [-0.17, -0.01, -0.05], [0.11, 0.07, -0.02], [-0.18, 0.00, 0.09], [0.11, -0.19, 0.03], [0.15, 0.02, 0.03], [-0.04, -0.10, 0.06], [-0.19, 0.14, 0.04], [0.43, 0.36, -0.18], [-1.72, -1.67, 0.87], [0.51, 1.62, -0.56], [-0.47, 1.15, -0.25], [1.38, -1.56, 0.12], [-0.36, 0.09, 0.22], [0.02, 0.13, -0.16], [0.07, -0.68, 0.05], [0.08, 0.08, 0.11], [0.11, 0.04, -0.21], [-0.11, -0.09, 0.01], [0.06, -0.07, 0.01], [-0.03, 0.23, 0.23], [-0.20, 0.00, -0.22], [-0.01, -0.34, 0.18]], "nbo_charge": [1.410, -0.661, -0.676, -0.676, 0.662, 0.660, 0.060, -0.078, -0.605, -0.604, 0.210, 0.221, 0.204, 0.263, 0.205, 0.227, 0.061, -0.075, -0.633, -0.598, 0.203, 0.209, 0.238, 0.208, 0.297, 0.203, -0.480, 0.199, 0.182, -0.476, 0.191, 0.202, -0.493, -0.491, -0.132, 0.261, 0.230, -0.545, -0.188, 0.207, 0.048, -0.370, -0.632, -0.014, 0.185, -0.626, 0.211, 0.202, 0.206, 0.204, 0.213, 0.206, 0.233, 0.262, -0.642, 0.072, -0.382, -0.360, 0.024, -0.615, -0.569, 0.238, 0.183, 0.191, 0.182, 0.177, 0.198, 0.187, 0.184], "charge": -1, "homo_lumo_gap_ev": [3.8, 4.2], "e_homo_ha": [-0.051, -0.065]}

{"formula": "C49H46CrN5O4PS2Si", "method": "ωB97M-V/def2-TZVPD", "species": ["Cr", "N", "P", "C", "C", "C", "C", "C", "C", "C", "C", "C", "C", "C", "C", "C", "C", "C", "C", "C", "N", "H", "H", "H", "H", "H", "H", "H", "H", "H", "H", "H", "H", "H", "H", "H", "N", "C", "C", "C", "C", "C", "C", "C", "C", "C", "H", "H", "H", "H", "C", "N", "C", "C", "C", "O", "N", "C", "O", "H", "H", "H", "H", "H", "C", "O", "C", "S", "S", "H", "H", "H", "C", "C", "C", "C", "Si", "O", "C", "C", "C", "C", "C", "C", "C", "C", "C", "C", "C", "C", "H", "H", "H", "H", "H", "H", "H", "H", "H", "H", "H", "H", "H", "H", "H", "H", "H", "H", "H"], "xyz": [[-0.7167, 0.3163, 0.7518], [-3.6546, -0.7603, -1.7068], [-1.9825, -0.5226, -1.2297], [-1.6101, -2.3181, -1.4135], [-1.4278, -2.9537, -2.6372], [-1.2183, -4.3239, -2.6938], [-1.1691, -5.0694, -1.5263], [-1.3439, -4.4411, -0.3011], [-1.5710, -3.0752, -0.2436], [-1.3158, 0.1579, -2.8026], [-0.0772, 0.7919, -2.7246], [0.4811, 1.3963, -3.8412], [-0.2025, 1.3898, -5.0488], [-1.4415, 0.7678, -5.1324], [-1.9932, 0.1528, -4.0177], [-4.4585, 0.3733, -1.7093], [-5.8558, 0.3282, -1.7112], [-6.5518, 1.5181, -1.8020], [-5.8467, 2.7141, -1.8990], [-4.4670, 2.6606, -1.8966], [-3.7833, 1.5240, -1.8044], [-4.0648, -1.5798, -1.2837], [-1.4395, -2.3784, -3.5547], [-1.0737, -4.8102, -3.6510], [-0.9835, -6.1366, -1.5729], [-1.3020, -5.0144, 0.6176], [-1.7067, -2.5872, 0.7161], [0.4471, 0.8049, -1.7751], [1.4489, 1.8773, -3.7623], [0.2184, 1.8749, -5.9219], [-1.9847, 0.7689, -6.0711], [-2.9627, -0.3263, -4.0857], [-6.3674, -0.6220, -1.6301], [-7.6348, 1.5181, -1.8055], [-6.3696, 3.6590, -1.9687], [-3.8639, 3.5602, -1.9735], [5.3476, 6.8551, 5.2235], [4.6968, 6.0107, 4.7822], [3.8970, 4.9873, 4.2154], [2.6894, 4.5964, 4.8139], [1.8855, 3.6557, 4.2155], [2.2397, 3.0584, 2.9873], [3.4733, 3.4332, 2.4150], [4.2803, 4.3714, 3.0139], [1.3786, 2.1467, 2.3517], [0.5917, 1.3920, 1.7915], [2.3955, 5.0502, 5.7526], [0.9525, 3.3615, 4.6772], [3.7740, 2.9713, 1.4839], [5.2250, 4.6548, 2.5658], [-3.2298, 4.9193, 1.9560], [-3.3307, 3.4810, 1.8374], [-4.4575, 2.8125, 2.2168], [-4.5642, 1.4848, 2.0881], [-3.4316, 0.7388, 1.5764], [-3.4892, -0.4786, 1.3565], [-2.2700, 1.4289, 1.3157], [-2.2301, 2.7883, 1.2975], [-1.3070, 3.4390, 0.8182], [-3.7029, 5.2510, 2.8817], [-3.7018, 5.4305, 1.1102], [-2.1731, 5.1719, 1.9642], [-5.2557, 3.4334, 2.6058], [-5.4594, 0.9532, 2.3695], [-3.9694, -3.2176, 4.6459], [-2.8452, -2.9156, 3.8432], [-2.3840, -1.6271, 3.8089], [-3.2184, -0.4020, 4.5713], [-0.9152, -1.5021, 2.9806], [-4.1396, -4.2887, 4.5247], [-4.8501, -2.6535, 4.3341], [-3.7736, -2.9857, 5.6959], [1.9966, -3.5395, 1.6094], [2.8633, -2.3255, 1.2531], [4.3244, -2.7693, 1.1139], [2.7639, -1.3090, 2.3977], [2.1912, -1.4472, -0.3152], [0.7520, -0.8335, -0.1157], [2.3427, -2.5138, -1.9010], [2.7522, -3.8454, -1.9515], [2.9445, -4.5074, -3.1588], [2.7214, -3.8447, -4.3559], [2.2862, -2.5261, -4.3339], [2.1091, -1.8759, -3.1226], [3.4369, -0.0623, -0.7578], [4.6577, -0.3145, -1.3866], [5.5351, 0.7144, -1.7015], [5.1875, 2.0299, -1.4245], [3.9673, 2.3053, -0.8217], [3.1106, 1.2667, -0.4784], [2.3348, -3.9842, 2.5535], [2.0433, -4.3105, 0.8342], [0.9540, -3.2436, 1.7293], [4.6679, -3.2353, 2.0459], [4.9743, -1.9172, 0.8996], [4.4501, -3.4975, 0.3072], [3.0066, -1.7822, 3.3564], [1.7573, -0.8950, 2.4636], [3.4515, -0.4718, 2.2415], [2.9404, -4.3828, -1.0292], [3.2803, -5.5391, -3.1664], [2.8888, -4.3513, -5.3002], [2.0921, -2.0020, -5.2635], [1.7898, -0.8388, -3.1193], [4.9250, -1.3360, -1.6411], [6.4914, 0.4941, -2.1641], [5.8657, 2.8366, -1.6802], [3.6888, 3.3338, -0.6176], [2.1719, 1.4788, 0.0258]], "forces_ev_per_angstrom": [[0.61, -1.33, -0.25], [-0.23, 0.83, 0.39], [0.06, -1.00, -1.14], [0.09, -0.05, 0.15], [-0.03, 0.06, -0.07], [0.07, 0.00, -0.08], [0.01, -0.01, 0.08], [-0.02, -0.16, 0.02], [-0.05, 0.15, -0.02], [0.17, 0.14, 0.12], [-0.12, 0.06, 0.04], [0.00, 0.07, -0.09], [0.00, -0.01, 0.01], [-0.04, -0.03, -0.04], [0.02, -0.07, -0.01], [0.52, 0.07, -0.19], [-0.26, 0.00, 0.08], [0.27, -0.19, -0.01], [-0.27, 0.16, -0.02], [0.13, -0.17, 0.06], [-0.22, -0.08, 0.13], [-0.04, -0.03, 0.04], [0.01, 0.00, 0.00], [0.03, 0.03, -0.03], [0.00, 0.00, 0.01], [0.01, 0.05, 0.02], [0.04, -0.02, 0.08], [0.04, 0.01, -0.03], [0.00, 0.00, 0.03], [0.03, 0.00, 0.01], [0.00, -0.01, 0.01], [-0.01, 0.02, 0.02], [-0.01, -0.01, 0.00], [-0.01, -0.02, 0.04], [0.07, 0.02, 0.00], [-0.04, 0.01, 0.05], [-0.05, -0.07, 0.00], [0.35, 0.38, 0.24], [-0.46, -0.57, -0.35], [0.25, 0.21, 0.03], [-0.09, -0.13, -0.08], [0.20, 0.30, 0.19], [-0.11, -0.14, 0.00], [0.10, 0.26, 0.24], [-0.26, -0.36, -0.05], [0.86, 1.02, 0.67], [-0.03, 0.01, -0.02], [-0.01, -0.01, -0.02], [0.00, 0.02, 0.19], [-0.02, -0.02, -0.07], [-0.04, -0.04, -0.06], [0.19, 0.02, 0.16], [-0.12, -0.06, -0.07], [-0.27, 0.21, 0.06], [0.35, -0.37, -0.15], [-0.23, 0.26, -0.32], [-1.12, 0.60, 0.14], [0.20, 0.03, -0.27], [-0.18, -0.01, 0.09], [-0.02, -0.03, 0.00], [0.02, 0.01, 0.00], [-0.03, 0.07, 0.00], [-0.01, -0.01, 0.02], [0.04, -0.03, 0.04], [-0.07, 0.03, 0.02], [-0.01, 0.05, 0.02], [0.15, -0.21, 0.01], [-0.08, 0.06, 0.33], [0.09, -0.07, -0.01], [0.03, 0.01, -0.04], [0.02, 0.00, -0.01], [-0.02, 0.02, -0.02], [-0.06, 0.09, -0.23], [0.08, -0.15, -0.07], [-0.10, 0.06, -0.17], [-0.07, 0.10, -0.22], [0.52, 0.12, 0.06], [-0.85, 0.27, 0.09], [-0.04, -0.11, 0.27], [0.00, -0.06, 0.07], [0.04, -0.03, -0.06], [-0.03, -0.06, -0.02], [-0.02, 0.04, -0.05], [-0.04, 0.08, 0.02], [-0.14, -0.09, 0.05], [0.04, 0.02, 0.03], [0.07, -0.03, -0.02], [0.00, 0.04, 0.00], [0.12, 0.02, -0.17], [-0.11, -0.04, -0.08], [0.00, 0.01, 0.02], [-0.03, -0.04, 0.06], [-0.06, -0.05, 0.07], [0.00, 0.01, 0.02], [0.04, -0.03, 0.03], [0.08, -0.01, 0.04], [0.02, -0.04, 0.00], [0.05, 0.01, 0.14], [-0.01, 0.02, 0.02], [-0.02, -0.01, -0.05], [-0.02, 0.01, 0.02], [-0.04, 0.00, 0.00], [0.01, 0.02, 0.02], [0.05, -0.10, -0.05], [0.03, 0.00, 0.00], [-0.02, -0.01, -0.04], [0.00, 0.00, 0.00], [-0.03, -0.03, -0.03], [0.10, 0.04, -0.09]], "mulliken_spin": [4.307, 0.011, 0.303, -0.032, -0.002, 0.001, -0.001, 0.002, 0.034, -0.102, 0.103, 0.032, 0.001, -0.001, -0.005, -0.001, -0.001, 0.000, 0.001, 0.000, 0.000, 0.003, -0.001, 0.000, 0.000, 0.000, -0.034, -0.046, 0.002, 0.000, 0.000, 0.001, 0.000, 0.000, 0.000, 0.000, 0.009, -0.004, 0.022, -0.009, 0.023, -0.037, 0.020, -0.012, 0.092, -0.117, -0.001, 0.002, 0.007, -0.001, -0.002, -0.001, 0.006, -0.004, 0.029, -0.014, -0.116, 0.007, 0.002, 0.000, 0.000, 0.001, 0.001, 0.000, 0.001, 0.003, 0.022, 0.008, -0.007, 0.000, 0.000, 0.000, -0.003, 0.004, 0.000, 0.017, -0.003, -0.601, 0.003, 0.000, 0.000, 0.000, 0.000, -0.001, 0.018, 0.001, 0.000, 0.001, 0.010, 0.031, -0.001, 0.000, 0.000, 0.000, 0.000, 0.000, 0.001, 0.001, 0.000, 0.000, 0.000, 0.000, 0.000, 0.003, 0.000, 0.000, 0.000, 0.000, 0.015], "charge": -2, "homo_lumo_gap_ev": [5.7, 6.0], "e_homo_ha": [-0.059, -0.070], "spin_multiplicity": 5, "relative_energy_ev": 0.6868}

{"formula": "C10H19N2O6", "method": "ωB97M-V/def2-TZVPD", "species": ["C", "C", "C", "O", "O", "C", "C", "N", "C", "C", "N", "C", "C", "O", "O", "C", "O", "O", "H", "H", "H", "H", "H", "H", "H", "H", "H", "H", "H", "H", "H", "H", "H", "H", "H", "H", "H"], "xyz": [[-1.2576, -3.7152, 3.2751], [-2.0406, -2.7494, 2.1706], [-1.9039, -3.3206, 0.6163], [-1.5511, -4.6331, 0.5241], [-2.1847, -2.4799, -0.5945], [-0.9048, -2.0772, -1.2318], [-0.7406, -0.4146, -1.1487], [0.7442, -0.1466, -1.2522], [1.0725, 1.3394, -1.2005], [0.4508, 2.1101, 0.1066], [-0.9225, 2.7107, -0.0933], [-1.1048, 3.6477, 1.1195], [2.7339, 1.4115, -1.0173], [3.4167, 0.4874, -1.9793], [4.6634, 0.3127, -1.6435], [0.7704, 2.0975, -2.6427], [0.3960, 3.3712, -2.7848], [0.9754, 1.3282, -3.9151], [-1.2623, -3.2574, 4.3647], [-0.1235, -3.8945, 2.9695], [-1.7731, -4.7854, 3.3870], [-3.1899, -2.7788, 2.4651], [-1.6348, -1.6542, 2.2820], [-0.7615, -2.4941, -2.3191], [-0.0494, -2.4971, -0.5136], [-1.2187, -0.1178, -0.1094], [-1.3572, 0.0207, -2.0712], [1.0455, -0.5904, -2.1472], [1.1716, 2.9847, 0.4513], [0.4470, 1.3170, 0.9983], [-1.6919, 2.0086, -0.0230], [-0.7774, 3.0850, 2.0990], [-2.2270, 4.0091, 1.1743], [-0.4482, 4.6240, 1.0103], [3.0636, 1.1401, 0.0813], [3.1659, 2.4838, -1.2576], [5.0087, 1.1170, -1.1501]], "forces_ev_per_angstrom": [[0.26, -0.73, -0.05], [-0.24, -0.19, 0.30], [1.59, -5.91, -0.50], [-2.31, 8.64, 0.02], [1.40, -1.95, 2.97], [2.03, 0.89, 1.23], [-0.80, -1.59, -0.82], [-1.68, 0.89, 0.51], [1.63, 0.42, -0.92], [0.40, -0.91, 0.04], [0.63, 0.67, 2.37], [-0.38, 0.29, -0.24], [0.06, 0.22, -0.09], [-6.28, 2.17, 0.04], [5.74, 0.08, 2.49], [-0.79, 1.94, -6.76], [1.94, -5.65, 2.11], [-0.84, 2.50, 7.05], [-0.12, -0.56, -2.39], [-2.54, 0.44, 0.55], [1.11, 2.44, -0.55], [2.36, 0.28, -0.86], [-0.91, -2.10, -0.53], [-0.65, 0.73, 2.19], [-1.54, 0.86, -1.95], [1.14, -0.41, -2.14], [1.18, -0.54, 2.07], [-0.02, 1.26, 0.65], [-1.46, -1.79, -1.02], [0.14, 1.46, -1.64], [1.19, 0.53, -0.13], [-0.76, 1.20, -1.48], [2.24, -0.87, 0.01], [-1.20, -2.12, 0.05], [-0.75, 0.16, -1.98], [-1.10, -1.82, 0.41], [-0.69, -0.91, -1.01]], "nbo_charge": [-0.625, -0.512, 0.801, -0.586, -0.568, -0.083, -0.241, -0.675, 0.014, -0.237, -0.602, -0.437, -0.101, -0.261, -0.437, 0.701, -0.712, -0.849, 0.211, 0.229, 0.225, 0.239, 0.238, 0.208, 0.189, 0.181, 0.209, 0.411, 0.214, 0.167, 0.350, 0.159, 0.199, 0.202, 0.167, 0.185, 0.429], "smiles": "CCC(=O)OCCN[C@@](CNC)(COO)C(=O)[O-]", "charge": -1, "homo_lumo_gap_ev": 6.4, "e_homo_ha": -0.146, "relative_energy_ev": 12.7800}

Number 1: DFT total energy -69335.9645 eV. Number 2: DFT total energy -134464.0141 eV. Number 3: DFT total energy -25933.8680 eV.